Run P
Computed, not measured: a single C3H5FN2 molecule, with wB97M-V/def2-TZVPD.

```
11
Properties=species:S:1:pos:R:3:lowdin_charge:R:1
C 2.01002 -0.28809 0.12945 0.057
C 0.78784 0.13871 0.02176 -0.293
F 0.62039 1.52683 -0.15373 -0.016
C -0.38948 -0.79006 -0.16117 -0.170
N -1.59842 -0.62033 -0.05707 -0.032
N -2.11209 0.65137 0.27153 0.030
H 2.28764 -1.33254 0.39432 0.090
H 2.81020 0.47061 0.23621 0.087
H 0.08158 -1.74393 -0.41291 0.111
H -1.50138 1.39087 -0.09606 0.075
H -2.99630 0.59653 -0.17233 0.061
```

HOMO-LUMO gap, Ha: 0.375



Run Q
Computed, not measured: a single C3H5FN2 molecule, with wB97M-V/def2-TZVPD.

```
11
Properties=species:S:1:pos:R:3:lowdin_charge:R:1
C 0.38497 -0.88676 0.07165 -0.173
C -0.56615 -1.65423 0.40950 0.149
C 0.06420 0.60256 -0.22360 -0.182
N -1.04951 0.89585 0.61710 -0.165
N -2.00220 0.01561 0.69500 0.027
F -2.47465 -0.16263 -0.75190 -0.233
H 1.46320 -0.94238 -0.13550 0.109
H -1.23025 -2.44787 0.44443 0.046
H 0.96817 1.26172 -0.00506 0.136
H -0.40688 0.50346 -1.25952 0.134
H -1.27880 1.72536 1.17698 0.150
```

HOMO-LUMO gap (spin up / spin down), Ha: 0.330 / 0.330



So which one wins? Going from most stable to least: run P, run Q.



Run P
Computed, not measured: 2 unconnected molecules or ions with the total composition CHN3O3S, with wB97M-V/def2-TZVPD.

```
9
Properties=species:S:1:pos:R:3:lowdin_charge:R:1
C 1.15037 -1.93291 0.14190 -0.413
N 0.43266 -1.40152 -0.72504 -0.126
N 1.15309 1.34757 -0.76952 -0.374
N -1.69635 0.80787 0.33993 -0.321
O -1.20392 1.29884 1.31100 0.077
O -2.83744 0.65972 -0.06003 0.069
O 1.76840 -2.61190 0.91714 0.101
S 0.10391 0.44773 -1.40635 0.981
H 1.12929 1.38461 0.25096 0.007
```

HOMO-LUMO gap (spin up / spin down), Ha: 0.299 / 0.275



Run Q
Computed, not measured: a single CHN3O3S molecule, with wB97M-V/def2-TZVPD.

```
9
Properties=species:S:1:pos:R:3:lowdin_charge:R:1
C 0.43384 -1.28355 0.95540 -0.318
N 1.55451 -0.80871 1.03336 0.036
N -0.71887 -1.38197 0.61413 0.202
N -0.34224 1.03596 -1.23841 -0.733
O 0.04124 0.04356 -1.79779 0.055
O -1.21370 1.80708 -1.54928 -0.002
O 1.60594 0.55767 0.57495 -0.462
S 0.24514 1.47834 0.28355 1.114
H -1.60585 -1.44838 1.12408 0.108
```

HOMO-LUMO gap, Ha: 0.355



So which one wins? Going from most stable to least: run P, run Q.



Run P
Computed, not measured: 6 unconnected molecules or ions with the total composition C29H76BrN5O4, with wB97M-V/def2-TZVPD.

```
115
Properties=species:S:1:pos:R:3:lowdin_charge:R:1
C -0.15479 3.28926 -1.00666 -0.093
C -1.55438 2.72432 -0.72994 -0.248
C -2.52646 3.73479 -0.09985 -0.185
C -2.00766 4.27193 1.22463 -0.112
N -2.69153 5.48523 1.86466 -0.256
C -2.57577 6.76384 1.00561 -0.066
C -3.95746 7.11054 0.46587 -0.123
C -4.79213 5.84085 0.64392 -0.133
C -4.17515 5.25226 1.90511 -0.121
C -2.14310 5.73009 3.22612 0.021
H -0.21194 4.29934 -1.41394 0.088
H 0.27917 2.68552 -1.80568 0.049
H 0.47367 3.22810 -0.11867 0.067
H -1.50897 1.83012 -0.10209 0.069
H -1.94874 2.34521 -1.67435 0.104
H -3.51924 3.28956 -0.04241 0.117
H -2.64683 4.60972 -0.74809 0.115
H -0.96754 4.59332 1.16800 0.128
H -2.09718 3.49204 1.98515 0.137
H -2.14468 7.54857 1.61914 0.133
H -1.86845 6.54882 0.20241 0.130
H -4.35416 7.86538 1.15167 0.129
H -3.98756 7.54369 -0.52902 0.132
H -5.86688 5.95458 0.73915 0.136
H -4.58142 5.17169 -0.18656 0.092
H -4.58983 5.74792 2.78818 0.142
H -4.50189 4.22110 2.06010 0.142
H -2.68115 6.58658 3.62013 0.120
H -1.08232 5.96760 3.16733 0.115
H -2.26000 4.81992 3.80854 0.112
C 1.48502 -4.32311 -0.99856 -0.015
N 1.09711 -4.96364 0.29303 -0.329
C -0.18730 -4.33865 0.75663 -0.024
C 0.77884 -6.39724 -0.01525 0.019
C 2.10268 -4.82912 1.43142 -0.085
C 3.18894 -5.89815 1.41872 -0.207
O 3.80917 -5.96659 0.14104 -0.043
H 1.59286 -3.24036 -0.95816 0.030
H 0.74680 -4.61210 -1.74142 0.113
H 2.43340 -4.71381 -1.36729 0.105
H -0.81880 -4.22457 -0.12721 0.092
H -0.18777 -3.38707 1.27383 0.083
H -0.74198 -5.11104 1.29251 0.114
H 0.60354 -6.95579 0.90194 0.122
H 1.64318 -6.84249 -0.50467 0.116
H -0.09065 -6.43039 -0.66352 0.118
H 1.49653 -4.87283 2.33396 0.139
H 2.53943 -3.84530 1.26137 0.115
H 2.80676 -6.87801 1.69660 0.131
H 3.92230 -5.59550 2.17236 0.135
H 4.55269 -5.35559 0.14004 0.106
C -6.24465 -2.09573 -2.93777 0.012
N -4.75061 -2.11506 -3.14539 -0.355
C -4.09520 -1.96080 -1.79654 0.015
C -4.35232 -3.40462 -3.83097 0.046
C -4.47417 -0.88205 -3.97620 -0.107
C -3.01449 -0.66876 -4.37865 -0.216
O -2.20785 -0.01542 -3.41839 -0.112
H -6.53369 -2.94025 -2.31118 0.113
H -6.69159 -2.19085 -3.92305 0.121
H -6.55627 -1.21191 -2.38918 0.118
H -4.70047 -2.46535 -1.04644 0.111
H -4.00398 -0.90655 -1.55642 0.107
H -3.11631 -2.43037 -1.83261 0.078
H -4.40159 -3.19896 -4.89370 0.118
H -5.01955 -4.15738 -3.41989 0.114
H -3.35413 -3.69611 -3.51807 0.100
H -4.87825 -0.03027 -3.43869 0.142
H -4.98746 -1.01666 -4.93058 0.143
H -3.01920 -0.05799 -5.27969 0.137
H -2.56437 -1.62600 -4.66754 0.126
H -1.76242 -0.61619 -2.79845 -0.069
C 3.12684 -0.72468 6.03860 0.042
N 3.04166 -0.88875 4.51912 -0.357
C 4.11432 -0.05721 3.88753 0.028
C 3.33062 -2.32375 4.23072 0.006
C 1.64935 -0.45842 4.14481 -0.094
C 1.35289 -0.28033 2.65808 -0.229
O 1.80942 -1.37770 1.87679 -0.151
H 4.17994 -0.85126 6.28467 0.114
H 2.57963 -1.54553 6.49055 0.118
H 2.80701 0.27152 6.31857 0.117
H 4.16938 -0.34982 2.84415 0.098
H 5.04475 -0.20831 4.42731 0.118
H 3.85999 0.99557 4.00702 0.122
H 4.26895 -2.54962 4.73412 0.121
H 3.35369 -2.50004 3.16306 0.078
H 2.56884 -2.96315 4.67611 0.118
H 1.50175 0.52439 4.59405 0.139
H 0.97211 -1.14419 4.65021 0.147
H 1.77320 0.65729 2.27921 0.115
H 0.26717 -0.18053 2.57132 0.127
H 1.23696 -1.40944 1.08081 -0.068
C 3.62455 -1.19341 -1.94142 -0.007
N 3.79153 0.29811 -1.96231 -0.350
C 3.62544 0.83903 -0.58336 0.001
C 5.18504 0.60311 -2.46645 0.035
C 2.67728 0.85336 -2.88324 -0.074
C 2.87123 2.30377 -3.32515 -0.215
O 3.87512 2.41084 -4.32237 -0.047
H 4.38674 -1.61946 -1.29251 0.109
H 3.66509 -1.52158 -2.97492 0.119
H 2.65275 -1.42393 -1.49248 0.031
H 4.42243 0.46705 0.05810 0.110
H 2.64311 0.57411 -0.20114 0.072
H 3.77667 1.91135 -0.68823 0.102
H 5.45739 1.59883 -2.12885 0.111
H 5.15278 0.58897 -3.55072 0.113
H 5.86726 -0.13873 -2.06356 0.111
H 1.81304 0.83146 -2.21952 0.062
H 2.64678 0.14683 -3.70545 0.142
H 3.16730 2.89448 -2.45458 0.120
H 1.93781 2.67663 -3.74502 0.131
H 4.51596 3.08871 -4.09042 0.107
Br -0.16363 -0.90885 -0.87969 -0.011
```

HOMO-LUMO gap, Ha: 0.346
Net charge: +4



Run Q
Computed, not measured: 6 unconnected molecules or ions with the total composition C29H76BrN5O4, with wB97M-V/def2-TZVPD.

```
115
Properties=species:S:1:pos:R:3:lowdin_charge:R:1
C 3.26498 19.90567 -10.04060 -0.104
C 2.38839 19.47249 -11.21615 -0.255
C 0.92486 19.85511 -10.87655 -0.189
C -0.12330 19.73004 -12.03240 -0.073
N -1.59876 19.52463 -11.53207 -0.234
C -1.75528 18.16997 -10.82397 -0.076
C -2.91232 17.40837 -11.47616 -0.133
C -2.97390 17.96248 -12.91786 -0.154
C -2.59179 19.42071 -12.75673 -0.104
C -2.01950 20.72325 -10.75185 0.014
H 4.28701 19.60425 -10.27016 0.078
H 2.87967 19.31172 -9.21182 0.079
H 3.30257 20.95016 -9.73116 0.077
H 2.48907 18.39627 -11.35656 0.116
H 2.59255 19.97721 -12.16043 0.107
H 0.96904 20.87865 -10.50436 0.113
H 0.73622 19.17036 -10.04973 0.111
H 0.05350 18.96370 -12.78710 0.136
H -0.22123 20.63597 -12.63058 0.122
H -1.92077 18.36558 -9.76451 0.137
H -0.89320 17.51701 -10.96017 0.136
H -3.90234 17.56228 -11.04689 0.120
H -2.93647 16.32173 -11.55819 0.127
H -3.94180 18.04513 -13.41228 0.130
H -2.25467 17.48077 -13.58025 0.120
H -3.52204 19.94640 -12.54134 0.126
H -2.27501 19.83681 -13.71308 0.136
H -1.89431 21.57600 -11.41911 0.111
H -1.32858 20.83127 -9.91575 0.108
H -3.08237 20.61347 -10.53655 0.117
C -2.22475 32.66272 -9.62140 0.038
N -3.70434 32.23254 -9.22694 -0.277
C -4.32527 33.17946 -8.14617 0.028
C -4.44323 32.40082 -10.59979 0.012
C -3.89162 30.79028 -8.64197 -0.059
C -3.56297 29.67381 -9.62584 -0.262
O -4.71212 29.29146 -10.28442 -0.041
H -1.86359 31.91450 -10.32695 0.089
H -1.65895 32.62007 -8.69071 0.099
H -2.09559 33.66573 -10.02805 0.107
H -3.71596 33.15644 -7.24267 0.103
H -5.37300 32.91650 -8.00054 0.111
H -4.19998 34.21345 -8.46756 0.106
H -4.20832 33.35639 -11.06862 0.101
H -5.52779 32.44308 -10.49950 0.112
H -4.17164 31.64958 -11.34141 0.097
H -4.92609 30.68206 -8.31598 0.142
H -3.28659 30.81241 -7.73558 0.135
H -3.26693 28.81068 -9.02962 0.134
H -2.79309 29.89524 -10.36500 0.117
H -4.53375 28.85794 -11.12219 0.109
C 4.15769 27.78430 -15.18513 0.020
N 4.28363 28.52878 -13.79393 -0.301
C 5.77732 28.91883 -13.78480 0.020
C 3.45730 29.78674 -13.80203 0.013
C 4.03948 27.48811 -12.63516 -0.075
C 4.22615 28.01659 -11.24540 -0.251
O 3.07409 28.72615 -10.89794 -0.049
H 3.15087 27.36672 -15.17940 0.101
H 4.93273 27.13587 -15.59373 0.118
H 3.93848 28.52103 -15.95796 0.101
H 6.35827 28.00629 -13.65110 0.111
H 5.93814 29.58428 -12.93662 0.105
H 5.97795 29.30174 -14.78542 0.112
H 2.41354 29.60213 -14.05616 0.113
H 3.73601 30.39477 -14.66267 0.112
H 3.61524 30.27725 -12.84153 0.108
H 4.53293 26.54541 -12.87163 0.141
H 2.99473 27.20157 -12.75555 0.134
H 5.19979 28.45713 -11.03083 0.128
H 4.19202 27.22037 -10.50178 0.137
H 2.78766 28.29990 -10.08685 0.103
C 6.73591 22.98352 1.15595 -0.004
N 7.30521 21.63391 0.77493 -0.331
C 8.42601 21.83266 -0.21052 0.026
C 7.72920 20.95472 2.05620 0.005
C 6.13299 20.68468 0.13153 -0.037
C 5.39324 21.20260 -1.06966 -0.191
O 4.39846 22.17768 -0.59175 -0.081
H 6.35327 23.58155 0.32888 0.108
H 7.46577 23.56044 1.72389 0.108
H 5.98559 22.74842 1.91084 0.108
H 8.01218 22.33076 -1.08730 0.101
H 8.75368 20.79819 -0.31351 0.113
H 9.19672 22.46434 0.23117 0.116
H 8.41870 21.60715 2.59192 0.112
H 8.31064 20.03455 1.99864 0.118
H 6.80974 20.84739 2.63169 0.110
H 5.37961 20.50111 0.89758 0.139
H 6.66261 19.76328 -0.11064 0.138
H 4.88273 20.47244 -1.69764 0.136
H 6.04463 21.71774 -1.77566 0.110
H 3.93472 22.66914 -1.27366 0.096
C 0.70637 31.13578 1.10254 -0.011
N 1.25476 29.75904 0.84877 -0.310
C 1.26786 29.57958 -0.72461 0.041
C 2.73955 29.69076 1.34861 0.027
C 0.52386 28.65135 1.61798 -0.070
C -0.94973 28.42465 1.06330 -0.198
O -1.82345 29.39102 1.62996 -0.044
H 1.42331 31.90401 1.39221 0.114
H 0.20870 31.22590 2.06811 0.106
H -0.14357 31.32455 0.44676 0.108
H 2.07288 30.20082 -1.11717 0.104
H 0.28902 29.77190 -1.16391 0.098
H 1.54020 28.55171 -0.96427 0.109
H 2.81575 29.93505 2.40815 0.110
H 3.17603 30.48775 0.74662 0.101
H 3.18219 28.69497 1.32452 0.105
H 0.46582 28.83218 2.69131 0.146
H 1.09442 27.77076 1.32284 0.125
H -1.25370 27.41794 1.35004 0.129
H -0.91289 28.42244 -0.02607 0.109
H -2.32516 29.86542 0.96300 0.099
Br -0.65224 24.89233 -5.00468 -0.999
```

HOMO-LUMO gap, Ha: 0.185
Net charge: +4



So which one wins? Going from most stable to least: run P, run Q.